Computed, not measured: a structure of composition C44H58CaGeN7O4Si3 in a non-equilibrium geometry, with the ωB97M-V functional and the def2-TZVPD basis.

Each line ends with the Löwdin charge.
CARTESIAN COORDINATES (ANGSTROEM)
Ca -1.297 -0.855 0.308  1.37
C -3.942 -1.044 -2.329  -0.19
C -3.735 -2.354 -1.558  -0.11
C -2.387 -2.952 -1.863  -0.28
C -2.271 -4.208 -2.445  -0.01
C -1.010 -4.718 -2.708  -0.04
C 0.102 -3.951 -2.400  -0.04
C -0.101 -2.694 -1.858  -0.16
N -1.310 -2.208 -1.593  0.01
N -3.391 0.122 -1.624  -0.16
C -2.896 1.067 -2.657  -0.11
C -2.181 2.323 -2.242  -0.30
C -2.723 3.582 -2.461  -0.01
C -1.990 4.702 -2.096  -0.04
C -0.740 4.515 -1.525  -0.06
C -0.279 3.219 -1.366  -0.21
N -0.967 2.148 -1.734  0.09
C -4.431 0.695 -0.759  -0.13
C -3.969 1.768 0.197  -0.28
C -4.764 2.882 0.443  -0.03
C -4.326 3.829 1.352  -0.06
C -3.095 3.647 1.963  -0.04
C -2.365 2.516 1.640  -0.11
N -2.800 1.582 0.800  0.11
H -5.013 -0.903 -2.529  0.12
H -3.447 -1.127 -3.298  0.12
H -4.515 -3.068 -1.821  0.12
H -3.791 -2.159 -0.485  0.09
H -3.161 -4.777 -2.676  0.11
H -0.902 -5.697 -3.157  0.11
H 1.101 -4.314 -2.591  0.10
H 0.736 -2.045 -1.628  0.08
H -3.735 1.348 -3.315  0.13
H -2.165 0.502 -3.238  0.10
H -3.705 3.685 -2.906  0.12
H -2.390 5.695 -2.250  0.11
H -0.136 5.360 -1.220  0.11
H 0.692 3.020 -0.921  0.05
H -4.835 -0.122 -0.152  0.13
H -5.257 1.101 -1.367  0.13
H -5.707 3.014 -0.072  0.11
H -4.929 4.700 1.575  0.11
H -2.707 4.365 2.672  0.11
H -1.387 2.333 2.072  0.11
O -2.294 -2.616 1.154  -0.28
N -1.600 -3.068 2.132  0.00
N -0.346 -2.876 2.029  -0.21
O 0.214 -2.315 0.987  -0.25
C 0.483 -3.260 3.127  -0.16
C 1.812 -2.859 3.123  -0.02
C 2.638 -3.204 4.178  -0.07
C 2.143 -3.951 5.236  -0.09
C 0.811 -4.343 5.238  -0.08
C -0.026 -3.999 4.191  -0.01
H 2.180 -2.250 2.311  0.10
H 3.671 -2.879 4.179  0.11
H 2.793 -4.225 6.057  0.10
H 0.425 -4.921 6.068  0.10
H -1.068 -4.280 4.200  0.11
O 2.283 0.689 1.366  -0.15
C 1.059 0.405 1.291  -0.59
O 0.533 0.311 0.070  -0.37
C 0.269 0.156 2.465  -0.25
C 0.923 0.088 3.720  -0.02
C 0.234 -0.283 4.828  -0.03
C -1.175 -0.533 4.735  -0.16
C -1.960 -0.896 5.833  -0.05
C -3.320 -1.099 5.700  -0.11
C -3.923 -0.945 4.451  -0.09
C -3.175 -0.599 3.349  -0.04
C -1.781 -0.399 3.452  -0.24
N -1.065 -0.102 2.333  -0.07
H 1.981 0.308 3.757  0.12
H 0.739 -0.408 5.779  0.11
H -1.476 -1.019 6.795  0.11
H -3.917 -1.368 6.562  0.09
H -4.991 -1.100 4.351  0.10
H -3.635 -0.488 2.376  0.09
C 0.459 -0.629 -4.323  -0.21
Si 1.302 0.806 -3.396  0.46
C 0.407 2.369 -4.040  -0.20
C 3.009 0.936 -4.246  -0.23
Ge 2.187 0.636 -1.071  0.83
Si 3.256 2.820 -0.732  0.45
C 5.070 2.487 -1.186  -0.21
C 3.185 3.593 0.995  -0.19
C 2.692 4.142 -1.979  -0.20
Si 3.746 -1.251 -0.654  0.48
C 4.874 -0.876 0.827  -0.20
C 4.860 -1.389 -2.193  -0.23
C 3.048 -3.005 -0.426  -0.20
H 0.304 -0.346 -5.367  0.04
H -0.514 -0.885 -3.903  -0.01
H 1.066 -1.536 -4.311  0.02
H 0.896 2.717 -4.952  0.04
H 0.425 3.188 -3.322  -0.01
H -0.640 2.173 -4.278  0.03
H 2.912 1.037 -5.329  0.03
H 3.624 0.057 -4.049  -0.01
H 3.564 1.805 -3.881  0.00
H 5.535 1.790 -0.487  0.01
H 5.656 3.408 -1.189  0.03
H 5.138 2.047 -2.184  0.01
H 4.093 4.161 1.207  0.03
H 3.097 2.806 1.744  0.01
H 2.333 4.266 1.111  0.03
H 2.779 3.784 -3.007  0.02
H 3.329 5.025 -1.887  0.04
H 1.659 4.459 -1.832  -0.02
H 5.721 -0.248 0.544  0.02
H 5.271 -1.796 1.259  0.03
H 4.316 -0.348 1.601  0.01
H 5.325 -0.440 -2.462  0.01
H 4.289 -1.739 -3.055  0.01
H 5.655 -2.115 -2.008  0.03
H 2.021 -3.003 -0.060  -0.01
H 3.658 -3.554 0.293  0.03
H 3.075 -3.553 -1.370  0.02

Force components x, y, z for each atom (eV/Å):
-1.897 1.423 -2.076
-0.082 -0.259 0.111
0.216 0.251 -0.105
-0.023 -0.202 -0.159
0.021 0.007 0.052
-0.035 0.116 0.021
0.034 -0.044 -0.136
-0.071 -0.223 -0.145
-0.036 -0.477 -0.872
0.379 0.581 0.065
-0.374 -0.204 -0.115
-0.126 -0.118 0.345
-0.084 0.098 0.030
0.089 -0.150 0.016
-0.238 0.146 0.130
-0.480 -0.163 0.741
-0.393 -0.124 0.710
0.055 -0.012 -0.159
0.046 0.124 -0.114
-0.076 0.038 0.003
0.105 -0.045 0.081
-0.088 0.054 -0.083
0.143 -0.039 0.104
-0.025 -0.102 -0.392
0.039 0.075 -0.033
-0.048 -0.002 0.022
-0.004 -0.016 0.068
-0.180 -0.145 0.030
-0.005 -0.014 0.018
0.030 -0.017 0.028
0.015 0.036 0.032
0.006 -0.034 0.036
0.063 -0.040 -0.050
-0.106 -0.018 -0.118
-0.006 -0.025 0.021
0.017 0.009 0.004
-0.019 -0.012 0.032
-0.292 0.007 -0.030
-0.072 -0.035 -0.097
-0.019 -0.095 0.041
0.002 -0.076 -0.019
-0.011 -0.001 -0.014
0.033 -0.007 -0.015
-0.060 -0.017 0.076
-0.009 -0.911 0.572
-0.306 -0.237 0.145
-0.119 -0.255 -0.115
0.350 -0.596 0.268
0.355 -0.237 0.360
-0.066 0.037 -0.219
-0.047 -0.088 0.078
0.072 0.008 0.022
0.073 0.030 0.010
-0.130 0.046 -0.072
-0.035 -0.027 -0.072
-0.001 0.010 -0.032
-0.015 0.001 0.014
-0.057 0.006 -0.019
-0.003 -0.017 -0.025
-0.281 -0.203 -0.144
0.701 0.160 1.238
1.730 0.982 -0.812
0.061 0.262 -0.206
-0.019 0.070 0.340
0.246 0.140 -0.137
-0.223 -0.013 -0.196
-0.004 -0.001 -0.105
0.038 -0.029 0.187
-0.034 0.057 -0.079
0.108 0.031 0.050
-0.028 0.132 0.389
0.301 0.415 1.709
0.014 -0.055 -0.002
-0.031 0.052 0.035
-0.022 0.025 0.025
0.001 -0.027 -0.009
0.001 0.000 -0.024
-0.042 -0.024 0.003
-0.002 0.007 0.490
0.420 0.101 -0.810
0.329 0.059 0.061
-0.051 -0.088 0.308
-0.703 -0.237 0.028
0.656 0.347 -0.165
-0.245 -0.165 0.076
-0.188 -0.395 -0.056
-0.030 -0.177 0.035
0.651 -0.188 -0.204
-0.320 0.249 -0.094
-0.232 0.157 0.169
-0.330 0.439 -0.087
0.093 0.150 0.008
-0.057 -0.039 0.014
0.034 -0.033 0.023
0.116 -0.156 -0.103
0.178 -0.119 -0.648
0.066 -0.065 -0.017
-0.109 0.024 -0.020
0.011 0.025 -0.043
0.018 0.013 -0.047
0.004 0.015 0.016
-0.050 0.065 0.040
0.024 0.003 -0.005
0.045 0.053 -0.177
0.000 0.057 -0.003
-0.046 -0.014 -0.038
0.009 0.007 -0.007
0.090 -0.026 0.078
0.424 0.104 -0.088
-0.007 -0.008 -0.069
-0.016 -0.091 -0.112
0.022 -0.037 0.017
0.030 -0.002 0.008
0.005 -0.031 -0.007
0.006 -0.031 0.077
0.035 -0.104 0.123
0.067 0.072 0.027
0.027 0.066 -0.058

Its electronic energy is -163780.8580 eV. The calculation puts the energy above the lowest of the compared OMol25 structures with the same formula, charge and spin at 1.1927 eV. The expectation value of S² is 0.77. For the HOMO-LUMO gap (spin up / spin down), the calculation gives 0.19158 / 0.29008 hartree. The multiplicity is 2.